# C2H12N2O3

A cluster of 4 separate species, C2H12N2O3 in total in a non-equilibrium geometry (ωB97M-V with the def2-TZVPD basis set, the OMol25 dataset).

```
19
Properties=species:S:1:pos:R:3
C 0.53 -0.16 -2.16
N -0.71 -0.38 -1.41
C -1.38 0.66 -0.82
N -2.62 0.78 -0.58
H 0.23 0.03 -3.19
H 1.14 -1.06 -2.10
H 1.10 0.69 -1.78
H -1.16 -1.24 -1.70
H -0.65 1.42 -0.52
H -2.81 1.75 -0.36
H 2.68 0.06 1.71
H 1.45 -0.88 1.51
O 1.77 -0.07 2.03
H -0.94 1.34 2.94
H 0.29 1.09 2.07
O -0.25 1.83 2.46
H 0.05 -1.38 0.21
H 0.48 -2.54 1.20
O 0.81 -1.94 0.50
```

Output
Highest occupied orbital energy (spin up / spin down) = 0.76 / -5.99 eV
Multiplicity = 2
Gap between HOMO and LUMO (spin up / spin down) = 3.09 / 9.59 eV
Expectation value of S² = 0.75
Molecular weight = 112.13 g mol⁻¹
Charge = -1
LUMO energy (spin up / spin down) = 3.85 / 3.60 eV
Total energy = -418.58050 a.u.

# C2H12N2O3

A cluster of 4 separate species, C2H12N2O3 in total in a non-equilibrium geometry (ωB97M-V with the def2-TZVPD basis set, the OMol25 dataset).

```
19
Properties=species:S:1:pos:R:3
H -2.85 0.26 0.70
N -2.60 0.92 -0.01
C -1.78 1.69 0.59
N -1.60 3.01 0.28
C -0.37 3.71 0.79
H -1.13 1.26 1.45
H -2.49 3.57 0.44
H -0.40 3.62 1.86
H -0.29 4.67 0.34
H 0.55 3.15 0.42
O 1.90 -2.68 0.44
H 1.58 -3.22 1.16
H 1.08 -2.24 0.14
O 3.85 -4.67 -1.77
H 4.44 -4.36 -1.05
H 3.24 -4.02 -2.01
O -0.76 -1.66 -1.07
H -1.44 -1.11 -0.72
H -0.93 -1.91 -1.99
```

Output
Structure (SMILES) = [H]/N=C/NC.O.O.O
Highest occupied orbital energy = -9.39 eV
Gap between HOMO and LUMO = 10.07 eV
Molecular weight = 112.13 g mol⁻¹
LUMO energy = 0.68 eV
Total energy = -418.57747 a.u.

# C2H12N3O2

A cluster of 3 separate species, C2H12N3O2 in total in a non-equilibrium geometry (ωB97M-V with the def2-TZVPD basis set, the OMol25 dataset).

```
19
Properties=species:S:1:pos:R:3
C 0.20 -2.34 -1.12
N 0.22 -1.20 -0.22
C 0.88 -0.06 -0.47
N 1.03 0.81 0.53
N 1.53 0.12 -1.62
H -0.19 -3.20 -0.59
H 1.23 -2.58 -1.41
H -0.32 -2.14 -2.07
H -0.61 -1.04 0.34
H 0.35 0.77 1.28
H 1.29 1.77 0.37
H 2.32 0.74 -1.63
H 1.41 -0.60 -2.31
H -1.71 -0.51 2.89
H -2.05 0.41 1.68
O -1.36 -0.17 2.06
H -1.32 3.11 1.55
H -1.71 3.34 0.09
O -1.19 2.77 0.66
```

Output
Highest occupied orbital energy = -14.29 eV
Gap between HOMO and LUMO = 11.53 eV
Molecular weight = 110.14 g mol⁻¹
Charge = +1
LUMO energy = -2.76 eV
Total energy = -397.96400 a.u.

# C2H12N5

A cluster of 2 separate species, C2H12N5 in total in a non-equilibrium geometry (ωB97M-V with the def2-TZVPD basis set, the OMol25 dataset).

```
19
Properties=species:S:1:pos:R:3
C -2.37 -0.32 0.91
C -1.38 0.48 0.09
N 1.35 0.22 1.13
N 2.10 1.47 -0.59
N 2.09 -0.84 -0.71
N -0.47 -0.22 -0.74
N 1.86 0.32 -0.06
H -1.81 -1.02 1.42
H -3.00 0.53 1.36
H -3.10 -0.88 0.30
H -2.10 1.20 -0.46
H -0.76 1.07 0.77
H 0.92 1.10 1.41
H 0.66 -0.49 1.33
H -0.27 -0.09 -1.83
H 2.87 1.29 -1.29
H 1.69 -1.76 -0.44
H 2.49 -0.86 -1.64
H -0.78 -1.20 -0.97
```

Output
Highest occupied orbital energy = -13.64 eV
Gap between HOMO and LUMO = 8.69 eV
Molecular weight = 106.15 g mol⁻¹
Charge = +1
LUMO energy = -4.95 eV
Total energy = -356.74267 a.u.

# C2H12N8P

A cluster of 2 separate species, C2H12N8P in total in a non-equilibrium geometry (ωB97M-V with the def2-TZVPD basis set, the OMol25 dataset).

```
23
Properties=species:S:1:pos:R:3
C -2.25 -0.42 -0.76
C 2.02 -0.63 -0.64
N 1.16 2.57 1.61
N -0.92 -0.39 -0.81
N -3.00 -0.91 -1.79
N -2.94 -0.15 0.38
N 3.09 -0.78 -1.40
N 1.42 0.45 -0.14
N -0.51 -0.34 1.92
N 1.21 -1.64 -0.20
P 0.10 -0.48 0.49
H 1.75 3.33 1.83
H -2.45 -1.08 -2.64
H -4.01 -0.84 -1.71
H 0.10 2.77 1.68
H -3.95 -0.10 0.59
H 3.46 -0.04 -2.02
H 3.07 -1.69 -1.87
H 1.51 1.43 -0.33
H 1.53 1.78 2.18
H 0.31 -0.29 2.66
H -2.23 0.03 1.07
H 1.52 -2.59 -0.10
```

Output
Highest occupied orbital energy = -12.69 eV
Gap between HOMO and LUMO = 9.98 eV
Molecular weight = 179.15 g mol⁻¹
Charge = +1
LUMO energy = -2.71 eV
Total energy = -862.63800 a.u.

# C2H12NO2

A cluster of 3 separate species, C2H12NO2 in total in a non-equilibrium geometry (ωB97M-V with the def2-TZVPD basis set, the OMol25 dataset).

```
17
Properties=species:S:1:pos:R:3
C 1.49 -0.92 1.08
N 0.05 -1.00 0.39
C -0.01 -2.06 -0.70
H 1.66 -0.19 1.97
H 2.14 -0.82 0.26
H 1.77 -1.90 1.36
H -0.73 -0.97 1.05
H 0.02 -0.01 0.09
H -0.74 -2.65 -0.14
H -0.54 -1.51 -1.45
H 0.90 -2.56 -0.87
H -2.65 3.02 0.30
H -1.65 3.93 -0.38
O -1.83 2.93 -0.15
H -0.57 1.72 -0.52
H 0.61 1.85 -1.43
O 0.08 1.16 -0.89
```

Output
Highest occupied orbital energy = -15.68 eV
Gap between HOMO and LUMO = 12.66 eV
Molecular weight = 82.12 g mol⁻¹
Charge = +1
LUMO energy = -3.02 eV
Total energy = -288.34086 a.u.

# C2H12NO4

A cluster of 4 separate species, C2H12NO4 in total in a non-equilibrium geometry (ωB97M-V with the def2-TZVPD basis set, the OMol25 dataset).

```
19
Properties=species:S:1:pos:R:3
C 0.65 0.48 0.13
O 0.97 1.22 1.22
C 0.39 -1.02 0.38
N -0.30 -1.70 -0.75
H -0.30 0.85 -0.30
H 1.52 0.50 -0.58
H 1.32 -1.55 0.57
H -0.25 -1.14 1.25
H -1.28 -1.47 -0.71
H 0.16 -1.42 -1.61
H 2.18 0.78 2.28
H 2.98 0.95 3.62
O 3.11 0.74 2.68
H -2.31 2.38 1.12
H -1.86 1.19 0.26
O -2.62 1.78 0.43
H -0.94 -1.43 -3.69
H -2.19 -2.03 -2.99
O -1.89 -1.59 -3.79
```

Output
Highest occupied orbital energy = -3.37 eV
Gap between HOMO and LUMO = 6.88 eV
Molecular weight = 114.12 g mol⁻¹
Charge = -1
LUMO energy = 3.51 eV
Total energy = -439.11419 a.u.

# C2H12O3S

A cluster of 4 separate species, C2H12O3S in total in a non-equilibrium geometry (ωB97M-V with the def2-TZVPD basis set, the OMol25 dataset).

```
18
Properties=species:S:1:pos:R:3
C -0.97 -0.20 1.62
C 0.33 0.59 1.91
S 1.37 0.71 0.45
H -1.62 0.42 1.00
H -0.69 -1.14 1.14
H -1.46 -0.43 2.56
H 0.95 0.02 2.61
H 0.10 1.59 2.31
H 0.55 1.35 -0.47
H -1.09 -0.58 -2.83
H -0.74 -1.50 -1.62
O -1.41 -0.87 -1.95
H 1.50 -3.17 -0.42
H 1.46 -1.66 -0.44
O 1.04 -2.42 -0.80
H -1.53 0.93 -1.09
H -2.07 2.37 -1.23
O -1.32 1.86 -0.91
```

Output
Highest occupied orbital energy (spin up / spin down) = -15.30 / -15.29 eV
Multiplicity = 2
Gap between HOMO and LUMO (spin up / spin down) = 11.88 / 6.36 eV
Expectation value of S² = 0.75
Molecular weight = 116.18 g mol⁻¹
Charge = +1
LUMO energy (spin up / spin down) = -3.42 / -8.93 eV
Total energy = -706.97328 a.u.

# C2H12O3S2

A cluster of 4 separate species, C2H12O3S2 in total in a non-equilibrium geometry (ωB97M-V with the def2-TZVPD basis set, the OMol25 dataset).

```
19
Properties=species:S:1:pos:R:3
C 0.86 1.75 -1.09
S -0.68 0.89 -1.54
S -0.20 -1.07 -1.18
C 0.83 -1.54 -2.61
H 1.18 1.48 -0.08
H 1.65 1.51 -1.79
H 0.65 2.81 -1.14
H 1.65 -0.83 -2.69
H 1.11 -2.57 -2.43
H 0.21 -1.51 -3.51
O 1.96 0.57 4.59
H 1.23 0.91 4.05
H 1.92 -0.38 4.48
O 0.22 0.25 2.07
H 0.76 -0.54 2.09
H -0.23 0.19 1.21
O -4.34 -0.72 -0.53
H -5.09 -0.85 0.06
H -3.67 -0.34 0.06
```

Output
Structure (SMILES) = CSSC.O.O.O
Highest occupied orbital energy = -9.17 eV
Gap between HOMO and LUMO = 9.61 eV
Molecular weight = 148.25 g mol⁻¹
LUMO energy = 0.44 eV
Total energy = -1105.48156 a.u.

# C2H12O3Si3

A cluster of 3 separate species, C2H12O3Si3 in total in a non-equilibrium geometry (ωB97M-V with the def2-TZVPD basis set, the OMol25 dataset).

```
20
Properties=species:S:1:pos:R:3
C -3.07 0.51 0.93
C 2.71 0.01 0.71
O -2.12 0.98 -2.02
O 2.05 0.12 -1.99
O -0.33 -1.83 1.24
Si -2.58 0.05 -0.88
Si 1.91 -0.98 -0.81
Si -0.42 -1.21 -0.29
H -4.01 0.89 0.63
H -3.28 -0.27 1.70
H -2.42 1.21 1.26
H 2.46 -0.27 1.69
H 3.79 0.00 0.46
H 2.48 1.02 0.62
H 0.68 2.35 -0.10
H 1.80 0.29 -2.84
H 0.41 -2.26 1.57
H -3.43 -1.08 -1.17
H 2.55 -2.22 -1.35
H 0.84 2.71 0.65
```

Output
Highest occupied orbital energy = -8.39 eV
Gap between HOMO and LUMO = 7.07 eV
Molecular weight = 168.37 g mol⁻¹
LUMO energy = -1.31 eV
Total energy = -1177.56381 a.u.

# C2H12O4

A cluster of 4 separate species, C2H12O4 in total in a non-equilibrium geometry (ωB97M-V with the def2-TZVPD basis set, the OMol25 dataset).

```
18
Properties=species:S:1:pos:R:3
C 1.30 2.00 -1.29
C 1.14 0.51 -1.13
O 1.41 0.15 0.29
H 0.91 2.35 -2.25
H 2.35 2.31 -1.38
H 0.66 2.50 -0.57
H 1.81 -0.09 -1.74
H 0.10 0.27 -1.32
H 2.23 0.52 0.62
O -0.89 -1.21 0.60
H -1.66 -0.64 0.62
H -0.18 -0.64 0.30
O -3.19 0.27 1.19
H -4.04 0.02 0.81
H -3.38 1.09 1.65
O 0.81 -3.17 0.99
H 0.12 -2.51 0.90
H 0.52 -3.72 1.72
```

Output
Structure (SMILES) = CCO.O.O.O
Highest occupied orbital energy = -9.95 eV
Gap between HOMO and LUMO = 10.36 eV
Molecular weight = 100.11 g mol⁻¹
LUMO energy = 0.41 eV
Total energy = -384.33065 a.u.

# C2H12O4

A cluster of 4 separate species, C2H12O4 in total in a non-equilibrium geometry (ωB97M-V with the def2-TZVPD basis set, the OMol25 dataset).

```
18
Properties=species:S:1:pos:R:3
C -0.03 -2.21 -0.15
C -0.78 -1.74 -1.38
O -1.38 -0.44 -1.16
H -0.25 -1.70 0.79
H -0.02 -3.28 0.04
H 1.01 -1.89 -0.29
H -1.61 -2.41 -1.62
H -0.09 -1.57 -2.20
H -2.33 -0.54 -1.05
O 1.79 0.28 1.80
H 2.74 0.35 1.70
H 1.48 1.17 1.55
O 0.12 3.31 -1.14
H 0.44 2.57 -1.66
H 0.60 3.38 -0.32
O -0.45 1.89 1.56
H -0.49 1.68 2.50
H -0.74 1.14 1.03
```

Output
Structure (SMILES) = CCO.O.O.O
Highest occupied orbital energy = -10.57 eV
Gap between HOMO and LUMO = 11.17 eV
Molecular weight = 100.11 g mol⁻¹
LUMO energy = 0.60 eV
Total energy = -384.32712 a.u.

# C2H12O5

A cluster of 4 separate species, C2H12O5 in total in a non-equilibrium geometry (ωB97M-V with the def2-TZVPD basis set, the OMol25 dataset).

```
19
Properties=species:S:1:pos:R:3
O -1.24 1.26 2.68
C -0.41 0.84 1.64
C -0.99 1.39 0.24
O -1.92 0.33 -0.14
H -1.02 0.74 3.45
H 0.64 1.07 1.84
H -0.32 -0.24 1.63
H -0.29 1.66 -0.56
H -1.49 2.35 0.30
H -1.32 -0.38 -0.37
O 1.73 0.15 -1.39
H 2.49 -0.31 -1.04
H 1.86 1.07 -1.15
O 0.79 -2.79 -1.17
H 1.57 -2.67 -0.63
H 0.17 -2.14 -0.84
O -0.34 -0.75 -1.21
H -0.37 -1.33 -1.96
H 0.46 -0.24 -1.33
```

Output
Structure (SMILES) = OCCO.O.O.O
Highest occupied orbital energy = -9.04 eV
Gap between HOMO and LUMO = 8.87 eV
Molecular weight = 116.11 g mol⁻¹
LUMO energy = -0.16 eV
Total energy = -459.47574 a.u.

# C2H12O5

A cluster of 5 separate species, C2H12O5 in total in a non-equilibrium geometry (ωB97M-V with the def2-TZVPD basis set, the OMol25 dataset).

```
19
Properties=species:S:1:pos:R:3
C -0.93 -2.44 0.30
C 0.41 -1.84 0.53
O 0.67 -0.64 0.54
H -0.85 -3.16 -0.52
H -1.79 -1.75 0.09
H -1.34 -3.07 1.06
H 1.23 -2.48 1.10
O -0.67 1.78 1.70
H -0.03 1.11 1.31
H -1.11 1.25 2.34
O 0.46 1.85 -1.39
H 0.48 1.12 -0.83
H 0.49 2.60 -0.87
O 0.21 -1.53 -2.66
H -0.41 -1.00 -2.01
H -0.33 -1.62 -3.42
O 1.38 3.61 0.77
H 0.38 3.52 0.96
H 1.72 2.73 0.98
```

Output
Structure (SMILES) = CC=O.O.O.O.O
Highest occupied orbital energy = -10.82 eV
Gap between HOMO and LUMO = 11.06 eV
Molecular weight = 116.11 g mol⁻¹
LUMO energy = 0.24 eV
Total energy = -459.55007 a.u.